Here is a structure of composition C28H28BaN4O6 from the Open Molecules 2025 dataset. Energies are from ωB97M-V/def2-TZVPD.

Computed properties:
- 2S+1 = 1
- E_LUMO (eV) = 4.35
- total charge = -2
- total energy (eV) = -48433.846
- orbital gap (eV) = 6.2
- maximum force (Eh/bohr) = 0.10921

Each line ends with the Mulliken charge.
Cartesian coordinates (Å):
1 Ba -0.39 -0.13 -1.15  2.53
2 C 3.84 1.09 -1.98  -1.27
3 N 3.77 0.39 -0.71  1.13
4 C 3.60 1.32 0.40  -1.19
5 C 2.71 0.85 1.56  -0.02
6 C 2.01 2.05 2.21  -1.08
7 N 1.22 2.68 1.17  -0.12
8 C -0.03 2.77 1.33  -0.35
9 C -0.94 3.20 0.26  0.69
10 C -2.11 3.86 0.61  -0.39
11 C -3.06 4.25 -0.32  -0.69
12 C -2.84 3.92 -1.66  -0.41
13 C -1.71 3.22 -2.04  -0.52
14 C -0.73 2.80 -1.10  0.05
15 O 0.24 2.03 -1.47  -1.10
16 C 4.85 -0.57 -0.52  -1.06
17 C 4.41 -1.80 0.26  -0.51
18 C 3.40 -2.62 -0.55  -0.26
19 N 2.51 -3.39 0.30  -0.75
20 C 1.28 -3.06 0.22  0.88
21 C 0.17 -3.65 0.96  -0.17
22 C 0.39 -4.55 2.01  -0.54
23 C -0.65 -5.10 2.72  -0.55
24 C -1.96 -4.72 2.38  -0.35
25 C -2.21 -3.84 1.35  -0.58
26 C -1.16 -3.26 0.57  0.44
27 O -1.40 -2.48 -0.40  -0.81
28 H 4.72 1.75 -2.06  0.35
29 H 2.94 1.70 -2.11  0.23
30 H 3.88 0.36 -2.79  0.36
31 H 3.11 2.21 0.00  0.58
32 H 4.59 1.63 0.79  0.02
33 H 3.27 0.29 2.31  0.35
34 H 1.94 0.18 1.16  0.08
35 H 2.76 2.76 2.57  0.38
36 H 1.41 1.71 3.07  0.50
37 H -0.51 2.49 2.28  0.25
38 H -2.28 4.06 1.67  0.33
39 H -3.97 4.75 -0.02  0.35
40 H -3.57 4.18 -2.41  0.36
41 H -1.57 2.91 -3.07  0.37
42 H 5.71 -0.09 -0.02  0.30
43 H 5.20 -0.89 -1.51  0.50
44 H 3.94 -1.50 1.20  0.13
45 H 5.28 -2.41 0.51  0.37
46 H 3.94 -3.31 -1.21  0.35
47 H 2.84 -1.93 -1.19  0.10
48 H 0.96 -2.27 -0.47  -0.31
49 H 1.42 -4.80 2.24  0.40
50 H -0.47 -5.78 3.54  0.35
51 H -2.80 -5.12 2.94  0.34
52 H -3.23 -3.55 1.10  0.39
53 O -3.31 0.18 -4.54  -0.82
54 C -2.66 0.07 -3.50  -0.12
55 O -1.44 -0.20 -3.35  -0.75
56 C -3.43 0.27 -2.18  0.09
57 C -4.81 0.41 -2.12  -0.47
58 C -5.41 0.51 -0.87  -0.32
59 C -4.63 0.51 0.28  -0.84
60 C -3.25 0.42 0.14  0.57
61 N -2.70 0.30 -1.07  0.13
62 C -2.29 0.44 1.34  0.26
63 O -2.78 0.74 2.44  -0.82
64 O -1.09 0.16 1.06  -0.81
65 H -5.37 0.41 -3.04  0.55
66 H -6.49 0.60 -0.79  0.38
67 H -5.05 0.59 1.27  0.53